Molecular formula: C19H18AsN5O6ReS6
Method: DFT, the ωB97M-V functional and the def2-TZVPD basis

Each line ends with the natural charge from an NBO analysis.
Atoms and positions in Å:
Re (-0.306, 1.597, -0.178)  1.35
N (-3.259, -5.328, -1.727)  -0.77
C (-2.282, -4.451, -1.411)  0.20
C (-1.300, -4.676, -0.434)  -0.27
C (-0.249, -3.775, -0.286)  -0.10
C (-0.227, -2.598, -1.045)  -0.49
C (-1.193, -2.337, -2.038)  -0.16
C (-2.175, -3.303, -2.191)  -0.21
S (1.048, -1.496, -0.803)  2.36
O (2.138, -2.091, -0.056)  -0.91
O (1.389, -0.856, -2.008)  -0.95
N (0.358, -0.273, 0.142)  -0.85
C (-0.218, -0.544, 1.354)  0.57
N (-0.960, 0.520, 1.700)  -0.54
C (-1.522, 0.472, 2.892)  0.12
C (-1.430, -0.596, 3.707)  -0.31
C (-0.634, -1.652, 3.241)  0.14
N (-0.016, -1.630, 2.065)  -0.45
H (-3.550, -5.958, -1.047)  0.39
H (-3.790, -5.325, -2.595)  0.41
H (-1.316, -5.650, 0.114)  0.23
H (0.558, -3.978, 0.345)  0.25
H (-1.282, -1.344, -2.520)  0.24
H (-2.928, -3.126, -2.935)  0.21
H (-2.158, 1.354, 3.164)  0.25
H (-1.961, -0.644, 4.686)  0.26
H (-0.429, -2.531, 3.864)  0.22
C (4.943, 0.836, 0.317)  -0.66
C (3.600, 1.478, 0.634)  0.09
C (2.931, 1.103, 1.805)  -0.19
C (1.773, 1.695, 2.130)  -0.14
C (1.172, 2.671, 1.254)  -0.48
C (1.941, 3.078, 0.103)  -0.09
C (3.146, 2.410, -0.229)  -0.20
S (-0.142, 3.829, 1.782)  2.35
O (-0.654, 3.529, 3.074)  -0.92
O (0.201, 5.205, 1.599)  -0.88
N (-1.099, 3.195, 0.631)  -0.88
C (-2.439, 3.702, 0.371)  -0.36
C (-3.015, 2.648, -0.602)  0.78
O (-4.129, 2.720, -1.053)  -0.52
O (-2.191, 1.601, -0.819)  -0.67
H (4.981, 0.432, -0.682)  0.25
H (5.180, -0.020, 0.974)  0.23
H (5.805, 1.543, 0.504)  0.25
H (3.353, 0.341, 2.442)  0.25
H (1.312, 1.389, 3.005)  0.24
H (1.631, 3.993, -0.380)  0.27
H (3.756, 2.774, -1.046)  0.24
H (-2.472, 4.754, -0.019)  0.27
H (-3.138, 3.672, 1.259)  0.25
S (1.283, -1.333, -7.075)  -0.39
As (0.678, -0.941, -5.172)  0.67
S (0.631, 1.753, -2.156)  0.21
S (-0.962, 1.175, -3.365)  0.01
S (-0.389, 0.988, -5.287)  -0.17

Atoms 1-6, force components in eV/Å:
Re -0.5 -0.7 0.5
N -0.2 0.2 -0.8
C 0.7 0.3 -0.7
C 0.3 -0.9 0.4
C -1.7 0.0 -1.0
C -0.5 -0.4 -0.2

Its total energy is -167703.67837 eV. The spin multiplicity is 1. As for the orbital gap (spin up / spin down): 5.45 / 5.16 eV. The charge is +1.